Molecular formula: H22O11
Method: DFT, ωB97M-V/def2-TZVPD

XYZ file:
```
33
Properties=species:S:1:pos:R:3:lowdin_charge:R:1
O 9.12 -1.13 1.44 -0.0543
H 8.87 -0.94 0.52 -0.0266
H 8.48 -1.81 1.68 0.0589
O 8.78 -0.13 -4.32 -0.0496
H 9.21 0.49 -4.88 0.0107
H 8.32 0.43 -3.69 -0.0210
O 8.81 -0.40 -1.09 -0.0495
H 7.84 -0.28 -0.99 0.1036
H 8.84 -1.09 -1.79 0.1053
O 8.46 1.57 1.08 -0.0466
H 7.84 1.99 1.69 0.0896
H 8.76 0.76 1.46 0.0235
O 11.55 0.73 -0.15 -0.0471
H 11.06 1.35 -0.69 -0.0234
H 11.18 -0.12 -0.36 0.0075
O 9.94 3.72 1.64 -0.0768
H 10.25 4.14 0.85 -0.0535
H 9.37 3.00 1.32 -0.0256
O 8.27 4.35 -4.90 -0.0356
H 8.59 4.78 -4.10 0.0568
H 9.09 4.03 -5.31 0.0655
O 9.68 2.21 -1.43 -0.0708
H 9.24 1.36 -1.20 0.0068
H 9.29 2.67 -2.17 0.0266
O 6.74 2.86 -0.80 -0.0403
H 7.46 2.41 -0.37 -0.0117
H 5.89 2.67 -0.37 0.0824
O 7.51 2.20 -3.36 -0.0708
H 7.18 2.46 -2.47 0.0096
H 7.58 2.98 -3.89 -0.0163
O 10.99 4.93 -0.55 -0.0168
H 10.38 4.88 -1.28 0.0430
H 11.72 4.50 -0.95 0.0464
```

Values from the calculation:
SMILES ... O.O.O.O.O.O.O.O.O.O.O
Net charge ... 0
Relative energy (zero: lowest compared OMol25 entry of this formula, charge and spin) ... 1.663 eV
E_LUMO ... -0.360 eV
Maximum force ... 1.89 eV/A
E ... -22879.851 eV


Molecular formula: H22O11
Method: DFT, ωB97M-V/def2-TZVPD

XYZ file:
```
33
Properties=species:S:1:pos:R:3:lowdin_charge:R:1
O 0.05 1.87 2.22 -0.0326
H 0.26 2.82 2.34 0.0666
H 0.82 1.49 1.86 -0.0650
O 2.36 0.50 1.64 -0.0119
H 2.88 0.84 2.36 0.0818
H 2.97 0.53 0.93 0.0480
O -1.87 3.35 0.60 -0.0795
H -1.98 2.51 1.01 -0.0286
H -0.95 3.40 0.28 -0.0409
O 1.46 -1.75 -1.29 -0.0170
H 2.08 -1.35 -1.92 0.0932
H 1.99 -1.97 -0.54 0.0462
O -0.29 0.13 -0.53 -0.0346
H 0.26 0.89 -0.40 0.0323
H 0.24 -0.62 -0.78 0.0004
O 0.57 3.17 -0.37 -0.0330
H 1.32 3.42 0.18 0.0678
H 0.43 3.90 -0.97 0.0818
O 0.72 -1.76 2.14 -0.0365
H 0.33 -2.01 1.31 -0.0319
H 0.99 -0.87 2.09 -0.0319
O -2.51 0.34 0.97 -0.0326
H -1.78 0.07 0.41 -0.0180
H -3.31 -0.01 0.66 0.0134
O -0.50 -3.30 0.21 -0.0536
H 0.34 -3.73 0.42 0.0672
H -1.22 -3.97 0.24 0.1028
O -0.55 0.60 -3.13 -0.0772
H -0.56 0.33 -2.19 -0.0242
H -1.12 1.37 -3.14 0.0223
O -1.02 -3.23 -2.54 -0.0349
H -1.76 -3.78 -2.41 0.0069
H -0.65 -3.16 -1.67 -0.0468
```

Values from the calculation:
SMILES ... O.O.O.O.O.O.O.O.O.O.O
Net charge ... 0
Relative energy (zero: lowest compared OMol25 entry of this formula, charge and spin) ... 2.153 eV
E_LUMO ... -0.587 eV
Maximum force ... 2.70 eV/A
E ... -22879.361 eV


Question: What is the E in the first record?
Answer: -22879.851 eV